Record 1
17
Properties=species:S:1:pos:R:3 method="wB97M-V/def2-TZVPD" total_charge=-1 gap_ev=7.656 lumo_ev=4.069 relative_energy_kcal_mol=3.5
C 0.09219 -2.84510 0.55472
C -0.01012 -1.35235 0.63838
C 0.75470 -0.62058 1.46177
N 0.71208 0.74387 1.62636
H 0.91518 -3.21277 1.17133
H -0.82734 -3.34697 0.88749
H 0.27484 -3.18140 -0.47185
H -0.75721 -0.84763 0.03534
H 1.47230 -1.14886 2.09089
H 1.53936 1.18648 1.98807
H 0.19950 1.28755 0.89725
N -1.11417 2.28830 -2.48051
C -0.40520 1.94282 -1.29377
O -1.12678 1.69496 -0.28444
O 0.83586 1.91149 -1.38017
H -2.00961 2.70328 -2.29882
H -0.54558 2.79692 -3.14206

=====

Record 2
122
Properties=species:S:1:pos:R:3 method="wB97M-V/def2-TZVPD" smiles=CC1(C)CCCC(C)(C)N1O.COC[C@H](C)N.COC[C@H](C)N.COC[C@H](C)N.COC[C@H](C)N.COCCNCCOC gap_ev=8.114 lumo_ev=0.563
C -2.00216 18.66038 -18.97865
C -0.72992 19.11156 -19.77181
C 0.40197 19.79916 -18.84849
O 1.44932 20.26938 -19.65785
C 2.69794 19.67519 -19.26417
N -0.24624 17.89793 -20.36784
H -2.58082 19.56030 -18.77032
H -1.79910 18.36744 -17.94857
H -2.61061 17.89378 -19.45844
H -1.00222 19.73625 -20.62253
H 0.72922 18.99055 -18.19491
H 0.01427 20.56491 -18.17662
H 2.91856 20.03727 -18.26001
H 3.45328 20.02873 -19.96601
H 2.57200 18.60713 -19.44161
H -0.88017 17.53754 -21.06666
H 0.63606 18.16662 -20.77950
C -2.47274 23.11963 -19.06267
C -3.93071 23.20295 -18.53465
C -5.06630 22.29253 -19.12447
O -6.26505 23.02879 -19.23529
C -7.22512 22.57697 -20.21167
N -3.76545 22.92489 -17.10427
H -2.17035 22.07875 -18.94771
H -1.84206 23.82402 -18.52027
H -2.46711 23.42655 -20.10855
H -4.30673 24.22583 -18.55549
H -5.16959 21.27386 -18.75064
H -4.78922 22.05540 -20.15164
H -7.41490 21.50503 -20.15646
H -7.07811 22.98598 -21.21127
H -8.12895 23.06805 -19.85108
H -4.67685 23.07449 -16.69553
H -3.11303 23.56983 -16.68179
C 0.88628 19.21139 -26.89465
C 1.56357 17.82738 -26.65132
C 1.07029 17.05613 -25.38124
O 0.95733 17.81943 -24.22201
C 1.96975 17.35227 -23.26229
N 1.53622 16.83917 -27.79143
H 1.26999 19.91828 -26.15900
H -0.19865 19.14300 -26.81491
H 1.18923 19.57232 -27.87752
H 2.61083 17.98862 -26.39566
H 1.52302 16.06536 -25.34236
H 0.08596 16.65706 -25.62606
H 2.02500 16.29700 -22.99497
H 1.95023 18.13462 -22.50359
H 2.94713 17.38648 -23.74359
H 1.70894 17.36905 -28.63374
H 2.30070 16.18091 -27.74283
C -3.47270 17.32571 -25.22480
C -3.07376 18.69066 -24.55521
C -4.28042 19.63573 -24.06395
O -4.01210 20.99076 -23.81710
C -3.31396 21.79617 -24.63079
N -2.17719 18.34840 -23.46367
H -2.68630 16.95807 -25.88398
H -4.29747 17.28097 -25.93604
H -3.62422 16.51037 -24.51744
H -2.51043 19.19940 -25.33748
H -4.58867 19.13464 -23.14634
H -5.12491 19.61844 -24.75289
H -2.38207 21.30026 -24.90236
H -3.11422 22.78682 -24.22236
H -3.91197 21.91164 -25.53476
H -1.42204 17.88133 -23.94501
H -1.87542 19.10541 -22.86705
C 1.27022 20.94064 -22.79367
O 1.06753 22.27780 -23.22893
C 1.51003 22.69249 -24.49280
C 1.29141 24.16615 -24.80977
N -0.09169 24.61022 -24.80533
C -0.19839 26.08487 -24.93760
C -1.63955 26.41974 -24.92820
O -2.32859 26.08264 -23.78907
C -3.75703 26.03922 -23.86489
H 0.88053 20.32981 -23.60800
H 0.55231 20.82036 -21.98236
H 2.30304 20.61980 -22.65791
H 0.97526 21.98908 -25.13104
H 2.55533 22.40885 -24.61526
H 1.77089 24.60548 -25.68453
H 1.71263 24.75328 -23.99371
H -0.69366 24.20404 -24.10336
H 0.22787 26.18623 -25.93566
H 0.43434 26.62312 -24.23187
H -1.99222 25.85301 -25.78991
H -1.77324 27.49723 -25.02431
H -4.01636 25.75642 -24.88512
H -4.31040 26.94700 -23.62444
H -4.14366 25.30613 -23.15694
C -3.79793 13.07000 -20.00270
C -3.21882 12.48194 -21.21377
C -3.07033 13.54701 -22.42263
C -1.82720 14.43392 -22.35780
C -0.60965 13.56114 -22.00191
C -0.67398 12.60439 -20.69844
N -1.95743 11.78861 -20.86873
O -2.15268 10.61422 -20.09256
C 0.54565 11.71788 -20.91307
C -0.54771 13.37084 -19.38957
C -4.29822 11.45123 -21.65377
H -3.22226 13.86592 -19.53024
H -3.92468 12.30916 -19.23253
H -4.72342 13.53978 -20.33568
H -3.00436 12.96263 -23.34037
H -3.95577 14.17451 -22.52432
H -1.87694 15.17488 -21.55993
H -1.58524 14.85497 -23.33365
H 0.26252 14.20688 -21.89983
H -0.30729 12.96106 -22.86015
H 0.67168 11.01852 -20.08656
H 0.43525 10.99193 -21.71862
H 1.46444 12.27348 -21.10075
H -1.26847 14.18606 -19.32621
H -0.67263 12.69631 -18.54251
H 0.44738 13.81570 -19.38976
H -3.98378 11.06344 -22.62271
H -5.21650 12.00009 -21.86260
H -4.61941 10.73585 -20.89669
H -2.70623 10.12312 -20.70411

=====

Record 3
20
Properties=species:S:1:pos:R:3 method="wB97M-V/def2-TZVPD" total_charge=+1 gap_ev=10.289 lumo_ev=-3.447 relative_energy_kcal_mol=41.0
C -2.31710 -0.73720 -1.49601
N -1.05792 -0.88182 -0.73033
C -1.10752 -1.44770 0.47852
N -0.18524 -1.47044 1.42792
H -2.09763 -0.70790 -2.56483
H -2.82660 0.18816 -1.17908
H -2.95335 -1.60581 -1.31530
H -0.25953 -0.30410 -0.99755
H -2.07293 -1.95902 0.63742
H 0.63267 -0.90707 1.24887
H -0.25789 -1.96056 2.34711
C 1.53715 2.75816 0.42300
C 1.60336 1.25512 0.48542
C 1.76209 0.40019 -0.53041
H 2.31667 3.23980 1.03610
H 1.64199 3.11953 -0.59591
H 0.54487 3.10214 0.77744
H 1.52985 0.85889 1.51372
H 1.71430 -0.69506 -0.40770
H 1.92188 0.72539 -1.54654

=====

Record 4
9
Properties=species:S:1:pos:R:3 method="wB97M-V/def2-TZVPD" gap_ev=8.562 lumo_ev=-0.007 relative_energy_kcal_mol=69.0
C 0.01454 -0.97276 -0.80177
C 0.16892 0.12596 -1.65314
C -0.27507 0.87258 1.32766
N -0.28933 -1.55158 0.12002
S -0.19088 1.50867 -0.18501
S -0.02754 -0.40426 2.33400
H 1.17868 0.26919 -2.12784
H -0.53581 -0.06511 -2.60020
H -0.04351 0.21730 3.58628

=====

Record 5
83
Properties=species:S:1:pos:R:3 method="wB97M-V/def2-TZVPD" total_charge=-2 gap_ev=4.159 lumo_ev=3.901 relative_energy_kcal_mol=15.1
Rb -0.34066 0.18817 -0.53307
C 0.96379 6.55282 2.40464
C 1.66244 6.77335 1.04728
C 2.07534 8.22644 0.90406
C 0.89904 6.21884 -0.18328
C 0.22033 5.01056 -0.03515
C -0.51323 4.42905 -1.09216
C -0.42553 4.95855 -2.34529
C -1.15316 4.25695 -3.41838
C 0.40689 6.06467 -2.54567
C 1.09710 6.64910 -1.50773
H 1.68332 6.78323 3.23447
H 0.56433 5.48498 2.46334
H 0.06257 7.09905 2.54898
H 2.59732 6.17921 1.05146
H 1.20972 8.94156 0.84886
H 2.59793 8.40849 -0.04025
H 2.72826 8.61415 1.71814
H 0.23148 4.56292 0.91845
H -1.11253 3.52880 -0.92799
H -2.25482 4.52722 -3.38388
H -1.10718 3.22015 -3.23849
H -0.85593 4.43715 -4.45407
H 0.37440 6.60931 -3.53838
H 1.75624 7.52669 -1.63175
S -2.62689 0.63364 -2.99517
C -1.72734 -0.65734 -3.53039
N -0.69581 -1.21751 -2.84762
C -0.00741 -2.10990 -3.58232
C 1.26697 -2.63276 -3.25768
C 1.88250 -3.46730 -4.21707
C 1.22085 -3.86681 -5.38645
C -0.05292 -3.28285 -5.71604
C -0.61546 -2.42037 -4.86131
S -2.03695 -1.46361 -5.08065
H 1.77123 -2.43794 -2.28476
H 2.85829 -3.87527 -4.10117
H 1.67711 -4.58240 -6.07594
H -0.63553 -3.58889 -6.51908
C -5.73594 -3.34771 1.54262
C -5.10697 -3.37885 0.30066
C -3.73284 -3.53927 0.25215
C -2.98571 -3.50759 1.38997
C -3.60659 -3.41481 2.64296
C -4.99254 -3.41089 2.71138
P -1.20136 -3.70498 1.41305
C -0.99017 -5.30427 2.31606
C -2.04248 -6.21934 2.58968
C -1.69779 -7.45287 3.16531
C -0.34937 -7.81154 3.38315
C 0.64034 -6.86895 3.15975
C 0.35250 -5.62440 2.56996
C -0.72114 -2.56505 2.73337
C -0.56124 -2.82500 4.10699
C -0.21325 -1.80454 4.97167
C 0.12505 -0.56441 4.51779
C 0.04377 -0.32477 3.12289
C -0.36039 -1.31025 2.23941
H -6.85931 -3.40342 1.62411
H -5.70838 -3.30071 -0.60268
H -3.19244 -3.68256 -0.65607
H -3.08153 -3.48379 3.57945
H -5.51669 -3.28347 3.64214
H -3.09348 -6.09294 2.25205
H -2.39596 -8.23423 3.50922
H -0.08737 -8.80427 3.82216
H 1.66571 -7.02568 3.40694
H 1.16654 -5.07263 2.20687
H -0.84947 -3.74679 4.51347
H -0.22526 -2.07820 6.06051
H 0.36955 0.23405 5.21103
H 0.33130 0.74403 2.81338
C 5.09182 2.31682 -2.10149
C 5.06631 1.04673 -1.54318
C 3.93662 0.46550 -0.96582
C 2.76168 1.09883 -1.15038
C 2.63308 2.31938 -1.70712
C 3.87315 2.94963 -2.16107
H 5.94935 2.87468 -2.36157
H 5.93225 0.39432 -1.52052
H 4.02597 -0.48963 -0.43247
H 1.80215 2.95045 -1.84349
H 3.89440 4.00129 -2.53275

=====

Record 6
37
Properties=species:S:1:pos:R:3 method="wB97M-V/def2-TZVPD" gap_ev="6.046 / 6.607" multiplicity=5 lumo_ev="-0.963 / -1.048" relative_energy_kcal_mol=0.0
C 3.55810 4.17600 0.93720
C 4.74190 3.27740 0.56690
H 3.23460 4.77850 0.08140
H 3.82110 4.86430 1.74790
H 2.69910 3.58310 1.27010
H 4.43560 2.48100 -0.12020
H 5.53720 3.85060 0.07790
H 5.17250 2.80260 1.45520
C -2.83890 0.98800 -0.87930
C -4.04920 0.92170 -1.55980
C -4.30020 -0.17710 -2.38010
C -3.33230 -1.16860 -2.48970
H -2.57790 1.81540 -0.22350
H -4.77550 1.71930 -1.44410
H -5.23430 -0.26250 -2.92660
H -3.50850 -2.03090 -3.12250
N -1.90130 0.03220 -0.98250
C -2.13420 -1.04320 -1.77860
C -1.05220 -2.03890 -1.83060
N 0.05330 -1.76400 -1.07660
C 1.07610 -2.64030 -1.08530
C -0.06470 -4.10380 -2.60040
C 1.05840 -3.81260 -1.82690
H 1.92640 -2.37120 -0.46910
H 1.91310 -4.47960 -1.79320
C -1.12410 -3.20560 -2.59730
H -2.00870 -3.40850 -3.18970
H -0.11510 -5.01130 -3.19350
Cr 0.00000 0.00000 0.00000
I -0.21030 2.22790 1.28770
C -1.34520 -1.06350 3.97770
O -0.90480 -0.45490 2.81800
C -0.77730 -1.05900 1.60810
O -1.09600 -2.22900 1.45400
H -2.25170 -0.53970 4.34320
H -0.55200 -0.98590 4.75000
H -1.58860 -2.13780 3.83180

=====

Record 7
85
Properties=species:S:1:pos:R:3 method="wB97M-V/def2-TZVPD" total_charge=-1 gap_ev="6.931 / 7.195" multiplicity=5 lumo_ev="2.377 / 2.298" relative_energy_kcal_mol=86.6
Cr -0.30973 0.13434 -2.00208
C 2.28271 0.99115 -5.81838
C 2.15840 2.14693 -4.87628
N 2.74649 3.27458 -5.16944
C 2.62774 4.31605 -4.31339
C 1.92085 4.25356 -3.14609
C 1.81567 5.48131 -2.29120
O 2.44770 5.25574 -1.02504
C 1.27214 3.04107 -2.79610
C 0.49357 2.97674 -1.57855
N -0.18298 1.94787 -1.25130
C -1.06802 1.76966 -0.12014
C -2.18358 2.86016 0.05020
C -3.47571 2.53991 -0.56418
C -3.92171 1.32252 0.12609
C -3.05504 0.05065 -0.14903
C -1.52073 0.27911 -0.25510
I -2.44999 0.28006 -3.61138
C 1.37640 1.93591 -3.67434
O 0.85978 0.77303 -3.52086
H 2.90023 1.27953 -6.66618
H 1.29731 0.66995 -6.16128
H 2.71869 0.12931 -5.30923
H 3.12799 5.23371 -4.60380
H 0.76260 5.74810 -2.13346
H 2.29516 6.31382 -2.81330
H 2.56504 6.10598 -0.59222
H 0.49463 3.84374 -0.91771
H -1.76253 3.85045 -0.13335
H -3.75962 2.80854 -1.57085
H -4.98549 1.08770 0.07434
H -3.46929 -0.72745 -0.78557
C 1.19806 2.20827 4.14622
C 2.20366 1.85408 3.16015
C 2.07284 0.76249 2.39144
C 0.84513 -0.03447 2.35493
C -0.25019 0.35434 3.42171
C 0.09987 1.45887 4.31931
P 0.90845 -1.79993 1.79534
C 1.04081 -2.68654 3.41641
C 2.32727 -3.11955 3.73403
C 2.60399 -3.74292 4.94332
C 1.58473 -3.96377 5.85565
C 0.29257 -3.55868 5.54738
C 0.02454 -2.92765 4.34236
C -0.89271 -1.74316 1.47278
C -1.74871 -2.72688 1.77786
C -3.16654 -2.47893 2.05271
C -3.66772 -1.24019 2.00147
C -2.87887 -0.15990 1.37903
C -3.31171 1.32636 1.57138
C -2.19777 2.42342 1.54032
C -0.71615 1.94214 1.37769
C -0.46849 0.60058 1.96804
C -1.35598 -0.34171 1.19860
H 1.39859 3.03154 4.82129
H 3.12189 2.42701 3.12383
H 2.89387 0.43023 1.76647
H -0.82788 -0.45462 3.85270
H -0.55115 1.64094 5.16727
H 3.12399 -2.96221 3.01509
H 3.61440 -4.06338 5.16498
H 1.79162 -4.45573 6.79795
H -0.51376 -3.73545 6.24899
H -0.99277 -2.63851 4.11519
H -1.36691 -3.71260 2.02493
H -3.76774 -3.30542 2.41228
H -4.68623 -1.04103 2.32077
H -4.00040 1.49828 2.39942
H -2.37020 3.18698 2.29763
H -0.00283 2.73050 1.61677
S 1.91627 -0.35827 -0.92225
C 1.49455 -1.77633 -1.76238
N 0.30344 -1.86580 -2.30658
C 0.10393 -3.05300 -2.98250
C -1.05841 -3.42079 -3.65585
C -1.09714 -4.65881 -4.26839
C -0.00277 -5.52666 -4.21541
C 1.15403 -5.16755 -3.54662
C 1.20117 -3.92306 -2.93100
S 2.49175 -3.18749 -2.01945
H -1.88837 -2.72814 -3.69264
H -1.99057 -4.95914 -4.80074
H -0.05899 -6.49113 -4.70369
H 2.00080 -5.84034 -3.50698

=====

Record 8
70
Properties=species:S:1:pos:R:3 method="wB97M-V/def2-TZVPD" total_charge=+1 gap_ev="7.171 / 6.132" multiplicity=6 lumo_ev="-3.009 / -4.054" relative_energy_kcal_mol=6.8
Fe -0.10529 -0.27055 -0.94905
S -4.27998 1.68898 -0.59374
C -4.49090 0.10687 0.10591
C -5.62284 -0.47258 0.66481
C -5.51484 -1.75619 1.16492
C -4.30937 -2.46119 1.10288
C -3.18695 -1.89188 0.53848
C -3.27953 -0.59285 0.04035
N -2.25017 0.12368 -0.53672
C -2.61566 1.32196 -0.90969
C -1.65002 2.23982 -1.49018
C -1.95424 3.56087 -1.81750
C -0.95584 4.39362 -2.28943
C 0.33911 3.91326 -2.43565
C 0.63123 2.58582 -2.13749
C -0.35651 1.73440 -1.66763
H -6.56060 0.06490 0.70360
H -6.38198 -2.22566 1.60870
H -4.26344 -3.46609 1.49978
H -2.24194 -2.41762 0.46048
H -2.96708 3.92971 -1.69950
H -1.18319 5.42090 -2.54181
H 1.12232 4.56993 -2.79229
H 1.64197 2.22156 -2.28881
O 1.08242 -0.08693 0.77746
S 1.63822 1.04197 1.63740
C 1.81424 0.30178 3.25848
C 1.29502 -0.95224 3.52416
C 1.48450 -1.49832 4.78532
C 2.19477 -0.79603 5.74868
C 2.72314 0.45569 5.46017
C 2.53905 1.01064 4.20477
C 0.22047 2.09295 1.97250
C -0.96136 1.53112 2.43181
C -2.07163 2.34304 2.58728
C -1.99576 3.69546 2.27454
C -0.81363 4.23982 1.79554
C 0.30648 3.43616 1.64211
H 0.76472 -1.49314 2.75115
H 1.08129 -2.47765 5.00406
H 2.33993 -1.22869 6.72928
H 3.28750 0.99776 6.20630
H 2.95212 1.98188 3.95736
H -1.01465 0.47531 2.66998
H -2.99785 1.91660 2.95081
H -2.86635 4.32596 2.40127
H -0.76001 5.28588 1.52615
H 1.23568 3.84360 1.26308
C 3.20675 -2.52920 -0.54631
N 3.72069 -1.97482 -1.77384
C 4.47571 -2.90757 -2.57856
C 2.85535 -1.06324 -2.48940
C 1.61714 -1.71245 -3.09392
C 1.74597 -2.42146 -4.28551
C 0.65215 -3.05260 -4.85803
C -0.58468 -3.00208 -4.23573
C -0.72867 -2.29059 -3.05297
C 0.36312 -1.63598 -2.48742
H 4.00091 -3.08020 -0.04218
H 2.35674 -3.21603 -0.70127
H 2.87761 -1.72377 0.10364
H 5.27326 -3.33258 -1.96814
H 4.93157 -2.38700 -3.42195
H 3.86710 -3.73941 -2.96654
H 3.44805 -0.61221 -3.28889
H 2.54116 -0.26566 -1.79993
H 2.71302 -2.47094 -4.77172
H 0.76685 -3.58474 -5.79339
H -1.43886 -3.50194 -4.67324
H -1.70354 -2.25984 -2.57478

=====

no.,E_tot (eV)
1,-11371.015
2,-56675.757
3,-8369.034
4,-26316.295
5,-76218.921
6,-58391.401
7,-121157.882
8,-96823.047